62
Properties=species:S:1:pos:R:3 method="wB97M-V/def2-TZVPD" charge=0 spin_multiplicity=4 lumo_energy_ev="-0.301 / -0.426"
Cr -0.5102 0.5021 0.0998
Cl 0.5978 1.6647 6.6833
C 0.3476 0.7780 5.2372
C 0.2383 1.5657 4.1125
C -0.1941 1.0062 2.9443
N -0.1150 1.5894 1.6123
C 0.4210 2.7799 1.3777
O 0.9498 3.5596 2.1294
C 0.3353 3.1768 -0.1364
C 0.5461 4.4506 -0.4552
C 0.5880 4.7700 -1.7894
C 0.2768 3.8186 -2.7435
C 0.0189 2.5102 -2.3538
N 0.0218 2.2023 -1.0842
C -0.5190 -0.3588 2.8350
C -0.3735 -1.1715 3.9540
C 0.1057 -0.5613 5.1712
Cl 0.2019 -1.6799 6.4834
N -1.0220 -0.7210 1.5688
C -1.6156 -1.9297 1.3965
O -1.8586 -2.8713 2.1871
C -1.8633 -2.1424 -0.0648
C -2.4229 -3.3399 -0.5102
C -2.5903 -3.6652 -1.8666
C -2.0502 -2.7502 -2.7429
C -1.4737 -1.5350 -2.2665
N -1.4399 -1.2074 -0.9768
H 0.3669 2.6443 4.0498
H 0.9751 5.1821 0.2469
H 1.0091 5.7777 -2.0408
H 0.3774 4.0938 -3.8464
H -0.1701 1.7204 -3.0808
H -0.8319 -2.1374 3.8376
H -2.7564 -3.9918 0.3008
H -3.1493 -4.5026 -2.1453
H -2.0498 -2.7766 -3.8749
H -1.0985 -0.7859 -2.9867
C -3.6882 1.1601 2.2360
C -3.1301 2.0864 1.1184
O -2.5692 1.3104 0.0222
H -4.2760 1.7924 2.8072
H -2.9620 0.6381 2.8613
H -4.3238 0.4528 1.7079
H -2.2807 2.6055 1.5045
H -3.8158 2.8098 0.6842
H -3.1353 1.2425 -0.7783
O 1.0220 -1.7958 -4.2683
S 1.8803 -0.8195 -3.6670
O 2.3714 0.2798 -4.4409
N 1.1142 -0.2761 -2.3354
C 1.6968 -0.6325 -1.2440
O 1.2463 -0.3868 -0.0472
C 2.9281 -1.4697 -1.4497
C 3.5212 -2.1624 -0.4575
C 4.5335 -3.0084 -0.8133
C 4.8586 -3.1681 -2.1768
C 4.1414 -2.4719 -3.2110
C 3.2166 -1.6053 -2.8305
H 3.1819 -2.1821 0.5397
H 5.1991 -3.5758 -0.2216
H 5.6843 -3.8130 -2.5316
H 4.3124 -2.6747 -4.2708

13
Properties=species:S:1:pos:R:3 method="wB97M-V/def2-TZVPD" charge=+1 spin_multiplicity=2 lumo_energy_ev="-4.996 / -8.817"
N 0.9025 2.5338 -1.6251
H 0.4565 2.4423 -0.7113
H 1.1162 1.5728 -1.8925
H 0.1286 2.7737 -2.2443
C -0.5635 -0.5877 1.2836
C 0.4009 0.3670 1.4322
C -0.5680 -1.5359 -0.8440
N -0.3800 -1.6458 0.4048
H -1.4150 -0.6956 1.9459
H 1.3303 0.3530 0.8760
H 0.2065 1.2075 2.0879
H -0.3831 -2.3916 -1.4994
H -0.9026 -0.6265 -1.3376

135
Properties=species:S:1:pos:R:3 method="wB97M-V/def2-TZVPD" charge=-1 lumo_energy_ev=2.344
N -10.9897 10.7415 -8.4939
S -11.0031 10.6271 -6.9321
O -12.1452 9.9691 -6.3470
O -10.4005 11.6775 -6.1729
F -9.9945 9.3640 -6.8298
S -12.5078 11.4559 -8.6882
O -12.7560 12.6059 -7.8777
O -13.5685 10.5317 -8.9845
F -12.2595 12.0773 -10.1171
C -16.0106 8.6524 -9.9307
O -16.9275 9.6881 -9.6353
C -16.6267 10.8093 -10.4695
C -17.5794 11.9568 -10.1750
N -18.9492 11.4702 -10.4728
C -19.9520 12.4555 -10.0592
C -19.9718 13.7404 -10.9106
O -20.2015 13.4539 -12.2759
C -21.5243 13.0684 -12.5316
H -15.8467 7.9431 -9.1177
H -15.0224 8.9189 -10.3049
H -16.4612 8.0073 -10.6982
H -16.6765 10.4865 -11.5141
H -15.5860 11.0724 -10.2576
H -17.4452 12.7475 -10.9124
H -17.4586 12.2971 -9.1418
H -19.0695 10.6314 -9.9137
H -19.8500 12.7731 -9.0107
H -20.9023 11.9195 -10.1187
H -18.9897 14.2140 -10.8855
H -20.6675 14.4359 -10.4299
H -22.3271 13.6265 -12.0395
H -21.7226 11.9981 -12.4159
H -21.7092 13.2413 -13.5973
C -12.4660 8.8523 -12.8734
O -12.9622 9.9588 -13.5956
C -13.7050 10.7709 -12.7025
C -14.7552 11.6770 -13.3589
N -14.1379 12.7257 -14.1307
C -14.9670 13.8601 -14.4917
C -14.2228 14.7878 -15.4638
O -13.9270 14.0994 -16.6465
C -13.4643 14.9056 -17.6953
H -12.0502 9.0748 -11.8864
H -11.7112 8.2681 -13.4008
H -13.2730 8.1334 -12.6787
H -12.9730 11.3151 -12.0986
H -14.2590 10.1909 -11.9558
H -15.2912 12.0176 -12.4565
H -15.4515 11.0660 -13.9405
H -13.2728 12.9252 -13.6451
H -15.2672 14.3554 -13.5585
H -15.8745 13.5352 -15.0031
H -13.3019 15.1664 -15.0085
H -14.9243 15.6247 -15.5761
H -12.5432 15.4136 -17.3850
H -14.2511 15.5586 -18.0850
H -13.1600 14.2316 -18.4989
C -11.9704 17.4850 -3.2244
O -12.1589 16.8355 -4.4688
C -11.0435 16.0887 -4.9264
C -11.3925 15.4333 -6.2298
N -11.8059 16.4511 -7.2127
C -12.3533 15.7654 -8.3711
C -12.7140 16.7586 -9.4964
O -12.7841 16.0423 -10.7146
C -13.5911 16.5753 -11.7030
H -12.9202 17.9839 -3.0309
H -11.2203 18.2731 -3.3296
H -11.7795 16.7351 -2.4550
H -10.8105 15.3084 -4.1927
H -10.1630 16.7273 -5.0612
H -12.1538 14.6606 -6.0531
H -10.5547 14.8437 -6.6081
H -12.5254 16.9555 -6.7008
H -13.2925 15.2284 -8.1888
H -11.6080 15.0174 -8.6449
H -12.0067 17.5917 -9.4968
H -13.7292 17.1145 -9.2865
H -13.4065 16.1035 -12.6707
H -13.4115 17.6430 -11.8940
H -14.6662 16.4487 -11.5125
C -16.3113 4.7785 -5.7024
O -16.1403 5.9046 -4.8587
C -17.3492 6.6449 -4.6220
C -17.0245 8.0729 -4.2059
N -16.0637 8.7053 -5.0974
C -16.6078 9.0385 -6.4141
C -17.4412 10.3016 -6.4281
O -16.7916 11.4599 -5.9540
C -15.5102 11.7323 -6.4839
H -15.6223 3.9728 -5.4538
H -16.1304 5.1766 -6.7036
H -17.2977 4.3061 -5.6513
H -17.8209 6.0810 -3.8109
H -17.9614 6.6094 -5.5261
H -16.5836 8.0822 -3.2063
H -17.9475 8.6476 -4.1233
H -15.3053 8.0607 -5.2847
H -17.1762 8.2079 -6.8590
H -15.7993 9.1632 -7.1395
H -18.3316 10.0851 -5.8272
H -17.8621 10.5127 -7.4162
H -14.7538 10.9834 -6.2416
H -15.2374 12.7048 -6.0790
H -15.5594 11.8227 -7.5758
C -9.6018 7.4255 -9.9572
C -8.9237 8.5868 -10.6810
O -8.7455 9.7570 -9.8648
O -11.0060 7.6622 -9.8654
H -9.1449 7.2767 -8.9743
H -9.4481 6.4957 -10.5099
H -9.4968 8.8677 -11.5697
H -7.9186 8.3390 -11.0307
H -9.5827 10.1152 -9.4962
H -11.0884 8.4842 -9.3684
C -8.6625 13.6285 -8.5885
C -7.1792 13.2508 -8.4628
O -7.0662 11.9463 -7.9258
O -9.2245 12.8580 -9.6547
H -8.7063 14.6908 -8.8385
H -9.2012 13.3142 -7.6946
H -6.6654 14.0094 -7.8680
H -6.7352 13.2683 -9.4646
H -7.3012 11.3386 -8.6407
H -9.6288 12.0864 -9.2375
C -7.5080 9.1612 -5.0497
C -7.0303 8.2052 -6.1268
O -6.4069 7.0175 -5.6710
O -8.6316 8.7714 -4.2441
H -7.8729 10.1076 -5.4526
H -6.6923 9.4679 -4.3830
H -6.2811 8.7451 -6.7053
H -7.8728 7.9584 -6.7785
H -6.9349 6.5371 -5.0293
H -8.4248 7.8900 -3.9122

12
Properties=species:S:1:pos:R:3 method="wB97M-V/def2-TZVPD" charge=0 lumo_energy_ev=0.706 smiles=OOO.CN
C 1.1371 -0.3319 -0.1977
H 0.5446 0.5200 -0.5552
H 1.2008 -1.0721 -1.0072
H 0.6907 -0.7918 0.6802
H 2.5415 0.7894 0.7859
H 3.1258 -0.5977 0.1602
H -2.8672 -0.8284 1.0176
H -2.3629 1.7040 -0.5429
N 2.5005 0.1751 -0.0240
O -3.0047 -0.6839 0.0644
O -1.7644 -0.1276 -0.4183
O -1.7417 1.2450 0.0369

ΔE to the lowest compared entry with this formula, charge and spin? In order: 0.0, 289.4, 0.0, 585.9 kJ/mol.